(1)
Density functional theory data (wB97M-V/def2-TZVPD) for 2 unconnected molecules or ions with the total composition C5H14 in a non-equilibrium geometry.

```
19
Properties=species:S:1:pos:R:3:forces:R:3:lowdin_charge:R:1
C 2.1326 -0.4767 0.6519 0.9 -0.8 -2.0 -0.207
C 2.1514 -0.2497 2.1457 -0.5 -1.4 -0.2 -0.155
H 1.7433 0.2865 -0.0198 -0.3 0.4 0.6 0.047
H 3.1052 -0.6914 0.1816 0.3 0.4 0.6 0.062
H 1.6376 -1.3873 0.3007 -0.5 0.0 0.7 0.062
H 2.8462 -0.9603 2.5958 0.5 0.4 0.0 0.063
H 1.2154 -0.6484 2.5496 -0.2 0.8 0.1 0.060
H 2.3517 0.7763 2.4239 0.0 0.0 0.2 0.065
C -2.1467 0.0270 -0.8808 0.3 1.7 -0.1 -0.295
C -1.2281 0.3895 0.2871 1.1 -0.8 -0.6 -0.116
C -1.5515 0.3513 -2.2429 1.1 1.0 -1.1 -0.133
H -2.4126 -0.9961 -0.8910 -0.6 -1.0 0.4 0.082
H -3.0146 0.6818 -0.7896 -0.4 -0.5 0.0 0.097
H -0.4976 1.1166 -0.0563 -0.2 0.7 0.2 0.059
H -0.5581 -0.4434 0.5118 -0.3 -0.2 0.2 0.048
H -0.4770 0.5894 -2.2936 0.1 -0.7 0.7 0.065
H -1.6976 -0.3711 -3.0457 -0.3 -0.2 0.2 0.064
H -1.7091 0.6964 1.2064 -0.2 0.1 0.0 0.068
H -1.8907 1.3096 -2.6348 -0.7 0.0 0.0 0.064
```
Forces are in eV/Å.

The value obtained for the highest occupied orbital energy is -11.07 eV. Its SMILES is CCC.CC.

---

(2)
Density functional theory data (wB97M-V/def2-TZVPD) for 2 unconnected molecules or ions with the total composition C5H14 in a non-equilibrium geometry.

```
19
Properties=species:S:1:pos:R:3:forces:R:3:lowdin_charge:R:1
C 0.4919 0.1287 2.2399 -1.1 0.8 -0.4 -0.198
C 1.6223 0.2047 3.2308 0.2 -2.2 -1.1 -0.160
H -0.5004 0.5536 2.5153 0.5 -0.9 0.8 0.083
H 0.6660 0.8447 1.4570 0.7 0.1 -0.8 0.044
H 0.3777 -0.8440 1.7693 -0.1 0.0 0.2 0.053
H 2.5487 -0.1650 2.6967 -0.8 0.6 1.0 0.096
H 1.4333 -0.3541 4.1266 0.0 -1.0 0.3 0.054
H 1.6940 1.1523 3.6203 0.7 2.6 0.4 0.029
C -0.9401 -0.6068 -2.1300 0.6 -0.2 -1.6 -0.311
C -0.0178 -0.6728 -0.9171 -3.5 5.9 -0.1 -0.124
C -1.2303 0.8283 -2.5937 -1.8 -1.4 -1.7 -0.138
H -0.4599 -1.0842 -3.0486 -0.5 0.2 1.2 0.114
H -1.8987 -1.1408 -1.9537 0.7 0.2 0.0 0.104
H -0.6551 -0.3641 -0.0649 0.3 -0.9 -0.1 0.070
H 0.7131 0.1423 -0.8609 0.1 0.0 -0.7 0.080
H -1.7287 0.7458 -3.6138 0.0 0.1 1.3 0.085
H -1.8872 1.4034 -1.9432 0.3 0.1 0.1 0.068
H 0.4824 -1.4945 -0.7998 2.4 -5.1 0.9 0.006
H -0.3418 1.3115 -2.8792 1.3 1.0 0.3 0.043
```
Forces are in eV/Å.

The value obtained for the highest occupied orbital energy is -11.07 eV. Its SMILES is CCC.CC.

---

- What is the highest occupied orbital energy in the first record?
  -11.07 eV

---

- Which formula does entry 1 have?
  C5H14